(1)
Density functional theory data (ωB97M-V/def2-TZVPD) for C16H22ClNRe as an isolated structure at a distorted geometry.

Element x y z (Å)
C: -5.1912 -1.3012 -3.7105
C: -6.3177 -1.8444 -2.8262
C: -5.6934 -0.0513 -4.4386
C: -4.8205 -2.3659 -4.7469
Cl: -3.6884 -0.8695 -2.6671
H: -6.5665 -0.3227 -5.0466
H: -4.9409 0.3471 -5.1205
H: -6.0199 0.7188 -3.7382
H: -7.1815 -2.0816 -3.4619
H: -6.6537 -1.1048 -2.0981
H: -6.0298 -2.7699 -2.3255
H: -5.7078 -2.5952 -5.3519
H: -4.5091 -3.2984 -4.2739
H: -4.0505 -2.0102 -5.4327
C: -0.3439 1.5718 1.8758
C: -0.5576 2.2859 0.6494
C: -1.5074 1.5419 -0.1388
H: -0.1399 3.2661 0.4262
C: -1.8407 0.3391 0.5959
C: -1.1386 0.3789 1.8524
H: -1.1792 -0.3571 2.6535
H: 0.2690 1.9255 2.6960
H: -1.9774 1.9022 -1.0476
H: -2.5467 -0.4286 0.2848
C: 1.5772 -1.1021 -1.1743
C: 2.2460 0.1627 -1.0121
C: 1.3979 1.1963 -1.5608
H: 3.2330 0.3113 -0.6178
C: 0.1828 0.5611 -2.0472
C: 0.3094 -0.8716 -1.8144
H: -0.3763 -1.6320 -2.1409
H: 1.9768 -2.0588 -0.8527
H: 1.6778 2.2385 -1.6360
H: -0.6080 1.0403 -2.6000
Re: 0.2445 0.3574 0.0347
C: 3.7110 0.2370 3.0461
C: 2.5595 0.0290 2.2061
N: 1.6295 -0.2386 1.5665
H: 4.5813 -0.2706 2.6216
H: 3.5171 -0.1547 4.0513
H: 3.9175 1.3186 3.1130

As for the expectation value of S²: 3.765. The value obtained for the total energy is -33072.63598 eV. Its net charge is +2. The calculation puts the frontier orbital gap (alpha / beta) at 7.829 / 5.395 eV. As for the multiplicity: 4. The HOMO energy (alpha / beta) is -14.20 / -15.39 eV. Its relative energy (zero: lowest compared OMol25 entry of this formula, charge and spin) is 0.000 eV.

natural (NBO) atomic charge list, values in e, 8 entries: 0.1026, -0.6439, -0.6433, -0.6437, -0.2119, 0.2387, 0.2207, 0.2210

(2)
Density functional theory data (ωB97M-V/def2-TZVPD) for C16H22F3N6OPS2Zn as an isolated structure.

Element x y z (Å)
Zn: 0.6186 0.7054 -0.3406
S: 0.2453 2.2776 1.3131
C: 1.5998 1.4366 2.0448
S: 2.4086 0.2215 1.0824
C: 1.9809 1.7080 3.3313
C: 3.0459 0.9913 3.9457
N: 3.9014 0.4126 4.4524
C: 1.2957 2.6716 4.1194
N: 0.7316 3.4400 4.7631
C: -2.6196 -2.6419 -1.7110
N: -2.1357 -2.6459 -0.3400
C: -2.7603 -3.6707 0.4793
P: -1.5562 -1.2442 0.3162
O: -0.8098 -0.5371 -0.8057
N: -0.6782 -1.7266 1.5993
C: 0.2391 -2.8558 1.5141
C: -0.6158 -1.0197 2.8788
N: -2.7037 -0.2190 0.8918
C: -3.6394 -0.6479 1.9166
C: -3.0111 1.0829 0.3232
H: -3.6935 -2.4265 -1.7566
H: -2.4499 -3.6255 -2.1548
H: -2.0813 -1.8992 -2.2934
H: -3.8478 -3.5468 0.5244
H: -2.3642 -3.6468 1.4915
H: -2.5474 -4.6540 0.0543
H: 0.2543 -3.2589 0.5031
H: -0.0628 -3.6487 2.2039
H: 1.2433 -2.5171 1.7725
H: -1.0599 -0.0309 2.7969
H: 0.4309 -0.8915 3.1555
H: -1.1218 -1.5942 3.6591
H: -3.3265 -1.5948 2.3553
H: -4.6458 -0.7699 1.5036
H: -3.6799 0.0917 2.7206
H: -2.3467 1.2972 -0.5089
H: -2.8876 1.8605 1.0810
H: -4.0433 1.0972 -0.0392
F: 4.4845 2.2307 -5.8717
C: 4.4546 2.9221 -4.7235
F: 4.2871 4.2185 -5.0304
F: 5.6602 2.8003 -4.1448
C: 3.3633 2.4351 -3.7989
C: 3.0270 3.1943 -2.6906
C: 2.0561 2.7123 -1.8327
N: 1.4250 1.5514 -2.0498
C: 1.7549 0.8290 -3.1210
C: 2.7195 1.2323 -4.0265
H: 3.5131 4.1364 -2.4851
H: 1.7705 3.2409 -0.9315
H: 1.2190 -0.1016 -3.2554
H: 2.9579 0.6179 -4.8810

The value obtained for the total energy is -115470.66728 eV. Its net charge is 0. The calculation puts the frontier orbital gap at 7.009 eV. The HOMO energy is -7.75 eV. Its relative energy (zero: lowest compared OMol25 entry of this formula, charge and spin) is 0.000 eV.

natural (NBO) atomic charge list, values in e, 8 entries: 1.5268, -0.4568, -0.1938, -0.4255, -0.4689, 0.2984, -0.3340, 0.2994

(3)
Density functional theory data (ωB97M-V/def2-TZVPD) for C16H22FeNO3 as an isolated structure at a distorted geometry.

Element x y z (Å)
O: -1.1237 2.8088 -0.5791
C: -0.7335 1.8616 -0.0202
Fe: 0.0775 0.6103 0.8724
C: 1.0937 1.7892 1.8095
O: 1.5369 2.7566 2.3014
C: -1.2944 0.4174 1.9603
O: -2.0408 0.8187 2.7670
C: 2.3066 0.3964 -1.9116
C: 0.8107 0.0567 -2.2182
C: -0.1144 -0.2964 -1.0505
C: 0.4040 -1.1556 -0.0333
C: 1.7268 -0.7375 0.3419
C: 2.5584 0.0495 -0.5616
H: 2.5368 1.4767 -2.1544
H: 0.2940 0.8032 -2.8338
H: 0.8827 -0.8583 -2.8348
H: -1.1762 -0.4695 -1.2822
H: -0.1205 -2.0248 0.4190
H: 2.1562 -1.2291 1.2265
H: 3.4082 0.5017 -0.0079
C: 6.6019 2.3936 -3.2629
C: 5.1648 2.1744 -3.7351
C: 4.2666 3.2583 -3.1708
C: 4.7119 0.7586 -3.3443
C: 5.5634 -0.3280 -3.9869
C: 4.5943 -1.4083 -4.4306
C: 3.2360 -0.7524 -4.5760
N: 3.3008 0.4158 -3.6760
H: 6.6844 2.2632 -2.1771
H: 7.3069 1.6992 -3.7290
H: 6.9442 3.4099 -3.4890
H: 5.1566 2.2363 -4.8400
H: 4.1228 3.1634 -2.0909
H: 4.7168 4.2396 -3.3441
H: 3.2903 3.2788 -3.6548
H: 4.7968 0.6749 -2.2534
H: 6.1145 0.0401 -4.8563
H: 6.3261 -0.7096 -3.3076
H: 4.9068 -1.8745 -5.3586
H: 4.5211 -2.2135 -3.7028
H: 3.0505 -0.5023 -5.6311
H: 2.4180 -1.3654 -4.2104
H: 2.8177 1.2139 -4.0804

As for the expectation value of S²: 6.079. The value obtained for the total energy is -58955.93816 eV. Its net charge is +1. The calculation puts the frontier orbital gap (alpha / beta) at 6.021 / 6.711 eV. As for the multiplicity: 5. The HOMO energy (alpha / beta) is -9.33 / -12.15 eV. Its relative energy (zero: lowest compared OMol25 entry of this formula, charge and spin) is 1.090 eV.

natural (NBO) atomic charge list, values in e, 8 entries: -0.4479, 0.5097, 0.3992, 0.4990, -0.3963, 0.4903, -0.3709, -0.1109

(4)
Density functional theory data (ωB97M-V/def2-TZVPD) for C16H22N2O4S2 in the gas phase at a distorted geometry.

Element x y z (Å)
C: -0.5182 -3.1320 1.4716
H: -0.5866 -3.9014 0.7055
H: 0.1396 -3.4856 2.2617
C: -1.8968 -2.8071 2.0324
C: -2.8349 -2.3116 0.9475
H: -3.8239 -2.0833 1.3334
H: -2.9064 -2.9984 0.1099
S: -2.2006 -0.7566 0.2500
O: -1.3096 -1.0609 -0.8294
O: -1.7415 0.0677 1.3321
N: -3.6292 -0.1440 -0.3952
H: -4.1005 0.4113 0.3046
C: -3.5718 0.5169 -1.6851
H: -2.6943 0.1063 -2.1864
C: -3.4439 2.0414 -1.5773
C: -2.3043 2.3916 -0.6745
C: -2.3693 3.1692 0.4429
S: -0.8402 3.2413 1.2201
C: -0.2083 2.1857 -0.0339
N: -1.0850 1.8636 -0.9226
C: 1.1433 1.6884 -0.0012
C: 2.1320 2.2619 0.7845
C: 3.4047 1.7147 0.8070
C: 3.7039 0.5800 0.0686
C: 2.6921 -0.0186 -0.7208
C: 1.4375 0.5517 -0.7628
H: 0.6348 0.1212 -1.3354
O: 3.0494 -1.1492 -1.3872
C: 2.0653 -1.7839 -2.1713
H: 2.5300 -2.6986 -2.5368
H: 1.1732 -2.0282 -1.5870
H: 1.7716 -1.1591 -3.0208
O: 4.9169 -0.0363 0.0364
C: 5.9647 0.5078 0.7982
H: 6.2056 1.5288 0.4831
H: 5.7311 0.5047 1.8682
H: 6.8242 -0.1358 0.6165
H: 4.1607 2.1823 1.4175
H: 1.9136 3.1380 1.3769
H: -3.2120 3.6953 0.8450
H: -4.3670 2.4725 -1.1827
H: -3.2661 2.4486 -2.5749
H: -4.4720 0.2522 -2.2502
H: -2.3262 -3.6916 2.5108
H: -1.8027 -2.0202 2.7828
H: -0.0829 -2.2406 1.0282

The value obtained for the total energy is -49788.95398 eV. Its net charge is 0. The calculation puts the frontier orbital gap at 8.050 eV. The structure (SMILES) is CCCS(=O)(=O)NCCc1csc(-c2ccc(OC)c(OC)c2)n1. The HOMO energy is -7.52 eV.

natural (NBO) atomic charge list, values in e, 8 entries: -0.6109, 0.2008, 0.2137, -0.4135, -0.6301, 0.2348, 0.2361, 2.2992

(5)
Density functional theory data (ωB97M-V/def2-TZVPD) for C16H22N2O6 as an isolated structure at a distorted geometry.

Element x y z (Å)
C: -1.6185 2.9557 3.0623
C: -1.7702 1.6100 3.6013
C: -0.9201 0.6449 2.8721
C: -1.0375 -0.8697 3.1406
C: -0.1457 -1.7997 2.2437
C: -0.1845 -1.8960 0.8573
O: -1.0155 -1.4027 0.2764
N: 0.6096 -2.5724 0.2360
H: 1.3805 -3.0961 0.7125
C: 0.6589 -2.6003 -1.2145
C: 1.1491 -4.1456 -1.4149
O: 1.6624 -4.9296 -0.8285
O: 0.7793 -4.2465 -3.0494
H: 1.2079 -5.1840 -3.0107
H: -0.4842 -2.5303 -1.5389
C: 1.7063 -1.6107 -1.8922
C: 1.3259 -0.1360 -1.4186
C: 0.2262 0.4653 -1.6996
C: -0.3080 1.7305 -0.9553
C: 0.7706 2.2605 -0.0659
C: 1.7095 1.4716 0.2228
C: 2.2293 0.1993 -0.1931
H: 2.9723 -0.2677 0.1672
H: 2.5999 1.9360 1.0771
O: 0.3441 3.3967 0.5033
C: -0.2371 4.5995 -0.1056
H: -0.1265 4.6027 -1.4101
H: 0.1532 5.4357 0.3865
H: -1.1102 4.4106 0.1389
N: -1.4314 2.2574 -1.4254
O: -2.2359 2.6429 -0.4321
O: -1.9680 2.0268 -2.6291
H: -0.5483 0.0823 -2.3421
H: 2.6179 -1.8154 -1.8353
H: 1.3816 -1.6120 -3.0131
H: -0.1322 -2.8901 3.0277
H: 0.8333 -1.5376 2.5888
H: -0.6005 -0.9731 4.3218
H: -2.0062 -1.2704 2.9710
H: 0.3124 0.7069 2.9773
H: -0.9532 0.7665 1.6854
H: -1.1484 1.3570 4.6988
H: -2.6898 1.0314 3.4743
H: -0.6012 3.2753 2.8795
H: -2.1185 2.7785 2.0216
H: -2.3370 3.7147 3.6216

The value obtained for the total energy is -32197.03179 eV. Its net charge is 0. The calculation puts the frontier orbital gap at 7.274 eV. The HOMO energy is -9.19 eV. Its relative energy (zero: lowest compared OMol25 entry of this formula, charge and spin) is 18.288 eV.

natural (NBO) atomic charge list, values in e, 8 entries: -0.6330, -0.4101, -0.3954, -0.3566, -0.4610, 0.5987, -0.6160, -0.5978

(6)
Density functional theory data (ωB97M-V/def2-TZVPD) for a 2-piece molecular cluster, C16H22N3O2 overall at a distorted geometry.

Element x y z (Å)
C: 0.1490 1.4924 0.8882
N: -0.1802 0.0865 1.1330
C: -1.5131 -0.3806 0.7639
C: 0.7140 -0.7292 1.6207
H: -0.7735 2.0047 0.5994
H: 0.5744 1.9486 1.7929
H: 0.8929 1.5835 0.0826
H: -2.1078 0.4963 0.4920
H: -1.4706 -1.0707 -0.0917
H: -1.9739 -0.9094 1.6103
H: 0.4670 -1.7894 1.7528
H: 1.7236 -0.3451 1.8027
O: 3.1314 0.8896 3.0419
C: 3.0063 1.9296 3.6946
C: 2.9712 3.3287 3.2179
C: 2.6736 4.1484 4.2945
C: 2.5848 5.5250 4.1434
C: 2.7865 6.0569 2.8597
C: 3.0776 5.2189 1.7666
C: 3.1837 3.8320 1.9403
C: 2.5020 3.3028 5.5038
O: 2.1506 3.6113 6.6337
N: 2.8028 1.9942 5.0669
C: 2.7200 0.8009 5.9265
C: 1.2975 0.2552 6.0013
C: 1.0532 -0.9385 6.9521
C: -0.0751 -1.7428 6.2734
C: -0.0542 -1.3043 4.7877
N: 0.8200 -0.1919 4.7466
H: 2.3744 6.1424 5.0150
H: 2.7236 7.1337 2.6936
H: 3.2273 5.6649 0.7818
H: 3.4409 3.1440 1.1356
H: 3.3821 0.0511 5.4781
H: 3.0619 1.0950 6.9220
H: 0.6834 1.0972 6.3938
H: 1.9628 -1.5507 7.0118
H: 0.7801 -0.5905 7.9527
H: 0.0885 -2.8215 6.3538
H: -1.0484 -1.4890 6.7110
H: 0.3161 -2.1287 4.1542
H: -1.0586 -1.0437 4.4109
H: 0.9613 0.3409 3.9055

The value obtained for the total energy is -25507.86010 eV. Its net charge is +1. The calculation puts the frontier orbital gap at 6.332 eV. The HOMO energy is -11.01 eV. Its relative energy (zero: lowest compared OMol25 entry of this formula, charge and spin) is 0.489 eV.

natural (NBO) atomic charge list, values in e, 8 entries: -0.4350, -0.2350, -0.4374, 0.1151, 0.2367, 0.2495, 0.2492, 0.2380

(7)
Density functional theory data (ωB97M-V/def2-TZVPD) for C16H22N4NdS2SbSe4 as an isolated structure at a distorted geometry.

Element x y z (Å)
Nd: 9.5125 7.6765 13.3826
C: 10.8010 6.2682 16.1782
C: 11.7918 6.0375 15.0300
N: 11.8998 7.1315 14.0735
C: 12.6793 8.3304 14.3488
C: 12.1970 9.1708 15.5197
S: 10.4314 9.7057 15.3484
C: 9.5575 9.0054 16.7722
C: 8.8007 7.6816 16.6394
N: 9.4307 6.6729 15.7464
H: 11.1889 7.0812 16.8249
H: 10.8387 5.3392 16.7879
H: 11.4691 5.1594 14.4483
H: 12.7891 5.8375 15.4653
H: 12.3635 6.6686 13.2288
H: 12.6065 8.9757 13.4432
H: 13.7645 8.0345 14.4050
H: 12.7962 10.0439 15.5512
H: 12.4051 8.6359 16.4786
H: 8.8202 9.7778 17.0620
H: 10.2610 8.8928 17.5761
H: 7.7810 7.8261 16.2765
H: 8.7148 7.2284 17.6251
H: 8.8309 5.8458 15.7477
Se: 10.0522 5.0485 12.0159
Sb: 11.1306 6.1697 9.9357
Se: 7.7521 5.7495 12.0411
Se: 10.5005 8.4761 10.5539
Se: 13.0394 5.4002 11.3238
S: 4.8868 11.7094 10.3328
C: 5.8518 10.8907 11.5993
C: 6.9316 11.4986 12.2402
C: 7.6212 10.7404 13.1472
N: 7.3180 9.4601 13.4053
C: 6.3068 8.8330 12.7680
C: 5.5382 9.5401 11.8509
C: 5.9615 12.1659 9.0181
C: 6.2370 11.2088 8.0570
C: 7.2635 11.4519 7.1386
N: 7.9337 12.5938 7.0692
C: 7.5755 13.5497 7.9026
C: 6.5544 13.4218 8.8757
H: 7.2491 12.5114 11.9417
H: 8.3662 11.2037 13.8941
H: 6.1596 7.7893 12.9402
H: 4.8197 9.0841 11.2223
H: 5.7118 10.2630 7.9368
H: 7.5830 10.6926 6.4493
H: 8.1228 14.4954 7.8555
H: 6.2128 14.2506 9.4898

As for the expectation value of S²: 3.755. The value obtained for the total energy is -327782.74893 eV. Its net charge is 0. The calculation puts the frontier orbital gap (alpha / beta) at 5.956 / 5.966 eV. As for the multiplicity: 4. The HOMO energy (alpha / beta) is -6.40 / -6.41 eV.

natural (NBO) atomic charge list, values in e, 8 entries: 1.4023, -0.2412, -0.2526, -0.7986, -0.2518, -0.5095, 0.2300, -0.5505

(8)
Density functional theory data (ωB97M-V/def2-TZVPD) for a 2-piece molecular cluster, C16H22N4O5 overall at a distorted geometry.

Element x y z (Å)
C: -5.3252 1.0805 -0.1389
C: -5.8396 0.0649 0.9752
C: -4.7698 0.2259 -1.2879
C: -3.7424 -0.7755 -0.7831
C: -3.7767 -2.0552 -0.2840
C: -2.3570 -0.4161 -0.7418
C: -1.5821 -1.4833 -0.2400
C: -1.6985 0.8004 -1.0064
C: -0.1538 -1.3996 -0.0860
C: -0.3210 0.9335 -0.7613
C: 0.3874 -0.1531 -0.2932
C: 4.2003 -1.4095 -0.6128
C: 4.8772 -2.1074 0.4363
C: 4.6540 0.1151 -0.7157
C: 4.1402 0.8992 0.5108
C: 4.3297 2.4143 0.2472
H: -4.6439 2.8659 0.8752
H: -3.4817 1.6876 0.7029
H: -6.1433 1.6898 -0.4752
H: -5.6085 -0.2443 -1.7131
H: -4.2866 0.8579 -2.1315
H: -4.6201 -2.7676 -0.1358
H: -2.3501 -3.2831 0.4830
H: -2.2720 1.6775 -1.3560
H: 0.4758 -2.2240 0.1965
H: 0.1765 1.7857 -0.7420
H: 1.3943 0.0841 -0.0152
H: -4.9785 1.2257 2.2717
H: 2.4762 -1.0910 0.4861
H: 2.2091 -1.3645 -1.0914
H: 4.3887 -1.8987 -1.5272
H: 5.7364 0.1879 -0.7806
H: 4.2424 0.5727 -1.5735
H: 4.5616 0.5966 1.4233
H: 3.0791 0.7738 0.5801
H: 5.0539 4.0866 1.1213
H: 5.3108 2.6686 2.0204
H: 3.3105 -3.1564 0.6951
N: -4.3420 2.0628 0.4097
N: -2.5033 -2.5079 -0.0373
N: 2.7700 -1.5843 -0.3073
N: 4.8092 3.1598 1.2858
O: -6.5669 -0.8896 0.8103
O: -5.4626 0.4058 2.2451
O: 6.0835 -1.8770 0.7631
O: 3.9860 2.8569 -0.8452
O: 4.1727 -3.0916 1.1433

The value obtained for the total energy is -33146.79934 eV. Its net charge is 0. The calculation puts the frontier orbital gap at 8.752 eV. The structure (SMILES) is N[C@@H](Cc1c[nH]c2ccccc12)C(=O)O.NC(=O)CC[C@H](N)C(=O)O. The HOMO energy is -8.29 eV. Its relative energy (zero: lowest compared OMol25 entry of this formula, charge and spin) is 2.253 eV.

natural (NBO) atomic charge list, values in e, 8 entries: -0.1420, 0.7808, -0.4174, -0.1306, 0.0097, -0.1284, 0.2128, -0.1827